Computed, not measured: a structure of composition C33H38F6MnN2O4P at a distorted geometry, with ωB97M-V/def2-TZVPD.

Results
- E_HOMO (spin up / spin down) (eV) = -7.913 / -8.111
- 2S+1 = 5
- Kohn-Sham gap (spin up / spin down) (hartree) = 0.2731 / 0.2730
- relative energy (zero: lowest compared OMol25 entry of this formula, charge and spin) (eV) = 0.000

Geometry as XYZ:
```
85
Properties=species:S:1:pos:R:3:lowdin_charge:R:1
Mn 0.38161 -0.82907 -0.44270 0.92
C -1.07480 -0.59388 -4.45996 -0.05
O 0.19218 -0.52232 -5.10973 -0.07
C 1.33848 -0.93260 -4.49516 -0.20
C 2.36346 -1.27226 -5.36238 0.01
C 3.61306 -1.68368 -4.91114 -0.08
C 3.84580 -1.75633 -3.56111 -0.05
C 2.83543 -1.42126 -2.64861 -0.14
C 3.13486 -1.50570 -1.25220 -0.02
N 2.31192 -1.25200 -0.29064 -0.06
N 2.79139 -1.36147 0.99737 0.10
C 1.81602 -1.14748 1.83139 -0.43
O 0.60800 -0.88422 1.41051 -0.17
C 2.06429 -1.17550 3.27949 -0.14
C 0.97798 -1.08545 4.14683 -0.01
C 1.17903 -1.11306 5.51662 -0.07
C 2.46367 -1.22690 6.02809 -0.08
C 3.54887 -1.30340 5.16376 -0.08
C 3.35451 -1.27972 3.79376 -0.02
C 1.55163 -1.00561 -3.09744 -0.24
O 0.60670 -0.68907 -2.24362 -0.19
H -1.79372 -0.25806 -5.20496 0.10
H -1.12751 0.04889 -3.58730 0.05
H -1.30964 -1.61561 -4.15956 0.08
H 2.15147 -1.21239 -6.42204 0.12
H 4.37956 -1.94850 -5.62612 0.10
H 4.80757 -2.07639 -3.17825 0.11
H 4.13997 -1.79674 -0.95853 0.14
H -0.01693 -0.99205 3.73287 0.11
H 0.32987 -1.04671 6.18506 0.10
H 2.62435 -1.26011 7.09814 0.10
H 4.55174 -1.38051 5.56365 0.10
H 4.19588 -1.33919 3.11691 0.11
C -3.24073 -3.29899 -0.44496 0.02
C -1.72563 -3.11267 -0.51215 -0.46
O -1.39435 -1.79309 -0.58330 -0.21
C -1.19418 -3.86087 -1.77311 -0.54
F -1.82416 -3.41445 -2.87710 0.14
F 0.12239 -3.64638 -1.96430 0.15
F -1.37515 -5.19266 -1.74017 0.16
C -1.10761 -3.77196 0.75876 -0.54
F -1.54200 -3.13612 1.86301 0.14
F 0.24049 -3.69118 0.75686 0.14
F -1.41510 -5.07007 0.91659 0.15
H -3.68586 -2.83215 -1.32116 0.10
H -3.61255 -2.79094 0.44313 0.09
H -3.50858 -4.35443 -0.40691 0.10
C -2.75952 3.45484 -0.27320 -0.07
C -2.02005 2.34392 -1.01812 -0.66
C -2.98199 1.17095 -1.26868 -0.09
C -1.52538 2.87750 -2.36489 -0.09
P -0.57357 1.60412 -0.04200 1.18
C -1.31293 1.49344 1.63806 -0.34
C -2.11217 0.36837 1.86420 -0.11
C -2.77564 0.19739 3.06877 -0.07
C -2.63620 1.13362 4.08265 -0.08
C -1.83835 2.24761 3.87497 -0.08
C -1.19032 2.43018 2.66141 -0.09
C 0.87563 2.81488 -0.01045 -0.66
C 1.63054 2.62626 -1.33738 -0.09
C 1.79814 2.31676 1.11352 -0.08
C 0.56142 4.30179 0.16220 -0.08
H -3.64596 3.73011 -0.85101 0.09
H -2.14387 4.34773 -0.15767 0.07
H -3.09045 3.12869 0.71150 0.08
H -3.75646 1.47848 -1.97588 0.09
H -3.47152 0.86473 -0.34357 0.08
H -2.46053 0.30274 -1.67676 0.06
H -2.38611 3.11609 -2.99425 0.09
H -0.91839 2.14030 -2.89284 0.07
H -0.94118 3.79024 -2.24730 0.06
H -2.20619 -0.38791 1.09322 0.08
H -3.38904 -0.68258 3.22032 0.11
H -3.14245 0.99522 5.02959 0.10
H -1.72189 2.98404 4.66016 0.10
H -0.58466 3.31469 2.53982 0.08
H 1.82317 1.56844 -1.53330 0.06
H 2.59166 3.14305 -1.28030 0.09
H 1.08036 3.03587 -2.18313 0.07
H 2.04037 1.26129 0.97156 0.06
H 1.35626 2.42761 2.10267 0.07
H 2.73992 2.87028 1.08907 0.09
H 0.10735 4.72023 -0.73622 0.07
H 1.50065 4.83496 0.33409 0.09
H -0.09435 4.51839 1.00091 0.06
```


Computed, not measured: a cluster of 2 separate species, C33H38N5 in total at a distorted geometry, with ωB97M-V/def2-TZVPD.

Results
- E_HOMO (eV) = -9.473
- Kohn-Sham gap (hartree) = 0.2305
- net charge = +1
- relative energy (zero: lowest compared OMol25 entry of this formula, charge and spin) (eV) = 0.566

Geometry as XYZ:
```
76
Properties=species:S:1:pos:R:3:lowdin_charge:R:1
C 2.87807 -0.08517 -2.83510 0.00
N 1.49852 -0.55251 -2.97589 -0.13
C 1.30318 -1.70649 -3.85494 0.00
C 0.49547 0.11543 -2.45380 0.01
C -0.88548 -0.10168 -2.81688 -0.23
C -1.46631 -1.38786 -2.71847 -0.04
C -2.82729 -1.54516 -2.91030 -0.02
C -3.64143 -0.45175 -3.22067 -0.26
C -5.11226 -0.68521 -3.39034 -0.04
C -3.06281 0.81703 -3.36468 -0.02
C -1.69505 0.99341 -3.19840 0.00
H 3.53317 -0.89359 -3.16699 0.09
H 3.05487 0.80769 -3.45582 0.11
H 3.09570 0.15776 -1.78795 0.10
H 2.24402 -1.85516 -4.39299 0.10
H 1.10180 -2.61018 -3.26267 0.10
H 0.48114 -1.53974 -4.56440 0.11
H 0.77407 0.99682 -1.86495 0.15
H -0.84792 -2.23244 -2.40513 0.11
H -3.26635 -2.53958 -2.80458 0.13
H -5.61142 0.21370 -3.75447 0.08
H -5.30913 -1.50492 -4.09271 0.09
H -5.57225 -0.96790 -2.43544 0.09
H -3.70032 1.67165 -3.60937 0.12
H -1.22772 1.97483 -3.31450 0.11
C -1.54029 4.88334 -2.62617 -0.09
C -2.69780 4.93667 -1.84023 -0.07
C -2.68674 4.42386 -0.54278 -0.04
C -1.52186 3.84945 -0.01917 -0.22
C -1.54600 3.31862 1.39510 -0.11
N -0.32208 2.60154 1.77575 -0.10
C 0.38091 3.10509 2.93616 -0.13
C 1.78575 2.55137 2.99053 -0.13
N 1.79952 1.11991 2.77962 -0.07
C 2.90952 0.38355 3.34600 -0.13
C 3.26516 -0.85751 2.55996 -0.14
N 2.08804 -1.54824 2.08194 -0.11
C 2.30054 -2.94760 1.67503 -0.12
C 1.51335 -3.94222 2.50252 -0.21
C 1.51085 -5.29016 2.12086 -0.05
C 0.81930 -6.23656 2.87972 -0.08
C 0.12522 -5.84265 4.03243 -0.09
C 0.12844 -4.49734 4.41950 -0.07
C 0.82645 -3.55049 3.65664 -0.03
C 1.07329 -0.80931 1.52173 -0.14
C 0.30351 -1.26852 0.43901 -0.07
N -0.42851 -0.40271 -0.24647 0.00
C -0.79347 0.78193 0.22713 -0.08
C -0.11781 1.32240 1.33899 -0.14
C 0.90876 0.53940 1.93345 -0.07
C -0.35978 3.81274 -0.79837 -0.05
C -0.37435 4.31015 -2.10835 -0.10
H -1.54483 5.29378 -3.63811 0.11
H -3.60928 5.38618 -2.23968 0.11
H -3.58147 4.46287 0.08552 0.12
H -1.64591 4.15102 2.10595 0.13
H -2.42721 2.66939 1.53996 0.14
H 0.40835 4.19659 2.83943 0.13
H -0.16015 2.86018 3.86666 0.14
H 2.39400 3.05646 2.21785 0.14
H 2.23598 2.75309 3.96598 0.13
H 3.77599 1.05211 3.38593 0.13
H 2.66294 0.08432 4.37886 0.13
H 3.91160 -0.58415 1.70618 0.13
H 3.81509 -1.55936 3.19548 0.13
H 2.06208 -3.07154 0.60854 0.11
H 3.37653 -3.14581 1.77901 0.13
H 2.06007 -5.58315 1.22231 0.11
H 0.82367 -7.28524 2.57601 0.11
H -0.41384 -6.58292 4.62695 0.11
H -0.40596 -4.17613 5.31468 0.11
H 0.84108 -2.50224 3.96016 0.11
H 0.33207 -2.29818 0.08561 0.11
H -1.58932 1.33364 -0.27464 0.12
H 0.55889 3.39822 -0.37822 0.11
H 0.53546 4.25517 -2.70952 0.10
```


Computed, not measured: a cluster of 6 separate species, C33H38N5O4 in total at a distorted geometry, with ωB97M-V/def2-TZVPD.

Results
- E_HOMO (eV) = -10.793
- Kohn-Sham gap (hartree) = 0.3077
- net charge = +1

Geometry as XYZ:
```
80
Properties=species:S:1:pos:R:3:lowdin_charge:R:1
C 8.07600 29.47000 37.27400 0.00
C 6.64000 29.66400 37.68700 -0.15
N 6.39200 31.04700 37.99200 -0.05
C 6.43600 32.04900 37.09100 -0.03
C 6.29200 33.20800 37.76300 0.04
N 6.22200 32.89700 39.15500 -0.05
C 6.26500 31.57300 39.23200 0.00
C 6.22300 33.79700 40.21500 -0.02
H 8.60000 29.70500 38.02200 -0.01
H 8.36600 30.24300 36.48200 0.11
H 8.32200 28.46600 37.11500 0.08
H 6.20400 29.02100 38.39400 0.12
H 5.97700 29.54600 36.93000 0.08
H 6.42700 31.65100 36.12700 0.13
H 6.33400 34.25700 37.36400 0.15
H 6.05800 30.87300 40.11900 0.19
H 7.25900 34.02500 40.51300 0.11
H 5.76900 33.64400 41.10000 0.07
H 5.76700 34.73600 39.98900 0.11
N 10.40600 30.23700 34.79500 0.02
C 10.94900 29.13300 35.31200 -0.15
C 10.79600 27.82500 34.78300 -0.02
C 9.93700 27.71000 33.66200 -0.05
C 9.19600 28.88000 33.29000 -0.09
C 9.54100 30.19800 33.71700 -0.12
H 11.50300 29.24900 36.28700 0.12
H 11.24500 27.16700 35.16900 -0.02
H 9.55200 26.77800 33.09400 0.13
H 8.58700 28.57000 32.32300 0.13
H 9.16700 31.12600 33.20800 0.10
N 8.30900 35.89400 36.10700 0.07
C 7.44100 36.09000 35.07500 -0.13
C 7.36900 35.17200 34.07900 -0.11
C 8.07000 34.02600 33.90900 -0.07
C 8.81200 33.64900 35.03700 -0.02
C 9.07000 34.72200 36.04100 -0.05
H 6.91500 36.97300 35.15500 0.09
H 6.77800 35.39400 33.33500 0.05
H 8.14100 33.70700 32.88300 0.11
H 9.22100 32.67600 35.04700 0.04
H 9.75200 34.63500 36.67800 0.01
N 9.86600 32.99100 39.64500 0.08
C 9.66500 32.42500 40.88800 -0.09
C 10.28500 31.23800 41.35400 -0.07
C 11.13800 30.56700 40.56400 -0.05
C 11.52600 31.16200 39.29100 0.04
C 10.76000 32.35600 38.92500 -0.13
H 9.07000 32.90100 41.44300 0.02
H 10.02200 30.86200 42.26300 0.08
H 11.39500 29.54100 40.78300 0.11
H 12.14100 30.72700 38.78300 -0.01
H 11.04000 32.68600 38.01800 0.06
C 4.26500 26.62800 41.74200 0.07
C 3.39800 25.24900 41.91000 0.07
C 2.22500 25.32000 41.27700 -0.31
C 1.73600 26.45500 40.53900 0.00
C 2.45300 27.62600 40.36000 0.02
C 3.77700 27.59300 40.93700 -0.42
O 4.49800 28.72600 40.82300 -0.04
O 1.27600 24.27500 41.48200 0.01
H 5.14700 26.77400 42.36000 0.10
H 3.54200 24.35700 42.46200 0.10
H 0.87000 26.36700 40.14000 0.05
H 2.14900 28.44600 39.69000 0.10
H 3.93000 29.43200 41.30900 0.15
H 0.41400 24.66300 41.19800 0.11
C 2.38800 32.95500 38.09800 0.11
C 2.96000 33.12500 36.69000 0.06
C 3.27800 31.95000 35.94600 -0.33
C 3.30600 30.78100 36.58500 -0.09
C 3.01800 30.60700 37.91400 -0.06
C 2.43600 31.56100 38.67300 -0.33
O 2.19000 31.47500 39.99200 0.05
O 3.54400 32.10600 34.57800 0.03
H 2.09700 33.84300 38.65700 0.10
H 2.99400 33.98000 36.28400 0.03
H 3.51300 29.85900 35.95500 0.15
H 3.16300 29.48600 38.32200 0.15
H 2.87800 31.66700 40.56500 0.06
H 3.20900 31.40900 33.99100 0.12
```